90
Properties=species:S:1:pos:R:3 method="wB97M-V/def2-TZVPD" energy_ha=-4357.17054 e_above_lowest_kj_mol=38.3 total_charge=+1
Zn -12.8264 21.0741 -5.9967
F -10.9170 20.8091 -6.6716
C -11.9542 19.9788 -3.1555
O -12.5246 20.5426 -4.0024
N -10.8451 20.2980 -2.6251
N -12.3166 18.8174 -2.7563
H -10.3216 21.0019 -3.1256
H -10.4932 19.8419 -1.7955
H -13.1086 18.2935 -3.1002
H -11.8122 18.3560 -2.0127
C -8.6178 17.9649 -6.4247
O -8.2248 16.8013 -6.2256
N -9.8063 18.2859 -6.2823
N -7.8615 19.0218 -6.4964
H -10.1681 19.1837 -6.5704
H -10.5016 17.5651 -6.1511
H -6.8657 18.8618 -6.5489
H -8.2230 19.8832 -6.8804
C -13.2749 18.1164 -6.6535
O -13.4911 19.1939 -6.1199
N -12.7361 17.1213 -6.0780
N -13.3272 17.7611 -7.9348
H -12.9776 17.0916 -5.0977
H -12.5259 16.3156 -6.6497
H -13.6499 18.4131 -8.6354
H -12.8339 16.9336 -8.2382
C -17.5333 21.8424 -8.8669
O -16.4614 22.4329 -8.9603
N -17.8973 21.3534 -7.7232
N -18.4689 21.6431 -9.8228
H -18.6548 20.6853 -7.7233
H -17.2139 21.4047 -6.9814
H -18.3528 22.0793 -10.7263
H -19.0683 20.8324 -9.8821
C -10.2575 17.5076 -9.8392
O -9.3328 16.7126 -9.8584
N -10.2147 18.7198 -9.3970
N -11.3460 17.4480 -10.5717
H -9.5261 19.0050 -8.7154
H -10.9680 19.3733 -9.5570
H -12.0235 18.1969 -10.5852
H -11.5657 16.8233 -11.3343
C -12.1793 23.8660 -4.6270
O -12.0395 22.9601 -5.4669
N -11.6719 25.0353 -4.7686
N -13.0387 23.7066 -3.6871
H -10.9577 25.1477 -5.4738
H -11.8874 25.6718 -4.0145
H -12.9464 24.0685 -2.7487
H -13.6077 22.8806 -3.8053
C -8.2221 23.3241 -6.8201
O -7.2135 24.0186 -6.9929
N -8.4716 22.2759 -7.5465
N -9.1238 23.5407 -5.9132
H -9.2303 21.7166 -7.1836
H -7.9192 22.0878 -8.3708
H -8.9229 23.9843 -5.0284
H -9.8974 22.8920 -5.8824
C -13.1004 22.1781 -8.8604
O -13.4048 21.5834 -7.8972
N -11.8677 22.3799 -9.2355
N -13.8912 22.8131 -9.7701
H -11.2229 21.9392 -8.5950
H -11.6276 22.4744 -10.2119
H -14.8365 22.4675 -9.8536
H -13.5934 23.4745 -10.4729
C -14.1020 19.9393 -10.9490
O -13.3699 19.4102 -10.1284
N -13.8352 20.6962 -12.0215
N -15.3937 19.8359 -10.8951
H -12.9933 21.1761 -11.7367
H -14.5101 20.9736 -12.7199
H -15.9739 20.1925 -11.6409
H -15.7581 19.3634 -10.0802
C -15.1850 16.4814 -4.1381
O -14.0643 16.7708 -3.7125
N -15.5416 15.2689 -4.6721
N -16.2029 17.3569 -4.2090
H -16.5060 14.9780 -4.7456
H -14.7867 14.6040 -4.5818
H -17.0672 17.1865 -4.7032
H -16.0198 18.3125 -3.9383
C -15.6591 21.4343 -4.8768
O -14.6064 21.6479 -5.4258
N -16.2316 22.0931 -3.8520
N -16.2882 20.3843 -5.1151
H -15.6844 22.8835 -3.5422
H -17.1836 21.9631 -3.5408
H -17.1537 20.1220 -4.6655
H -15.7584 19.7553 -5.7014

***

70
Properties=species:S:1:pos:R:3 method="wB97M-V/def2-TZVPD" energy_ha=-1553.36702 total_charge=-1
N -0.0266 -0.1250 0.2843
O -0.8152 -0.0404 -0.6907
O 1.0631 0.5322 0.2311
O -0.2894 -0.7703 1.3007
C -1.8185 -2.2645 -3.1599
O -1.7867 -0.8583 -3.0747
H -0.9784 -2.7220 -2.6147
H -2.7061 -2.6743 -2.6549
H -1.7536 -2.6287 -4.1844
H -1.6402 -0.6438 -2.1264
C 3.9418 -1.3044 -0.7939
O 2.5953 -1.7512 -0.7773
H 4.1417 -0.6683 -1.6646
H 4.1741 -0.7025 0.0891
H 4.5975 -2.1765 -0.8298
H 2.1188 -1.1288 -0.2046
C 3.9201 2.8854 -0.3557
O 3.5254 1.8985 0.5715
H 4.2457 3.8027 0.1496
H 4.7625 2.4947 -0.9310
H 3.1224 3.2019 -1.0332
H 2.5944 1.6594 0.4265
C 0.3325 3.7705 0.6032
O 0.0072 4.8723 -0.2531
H 1.2468 3.2697 0.2923
H 0.4819 4.0607 1.6473
H -0.4621 3.0304 0.5524
H 0.6865 5.5284 -0.0705
C 1.2152 -0.3780 -3.6945
O 2.5623 -0.0787 -4.1079
H 1.0221 -1.4163 -3.9360
H 1.1066 -0.2010 -2.6233
H 0.5165 0.2805 -4.2142
H 2.7778 0.7995 -3.7888
C 2.0393 -2.7931 2.2820
O 1.2408 -3.0690 3.4387
H 3.0158 -3.2780 2.3835
H 1.5684 -3.2213 1.3960
H 2.1184 -1.7153 2.1856
H 1.5647 -3.8773 3.8402
C -4.5783 -1.3151 -0.0713
O -4.3902 -1.8384 1.2198
H -3.6893 -0.7672 -0.3834
H -4.8658 -2.0618 -0.8157
H -5.3527 -0.5301 -0.0971
H -5.1616 -2.3616 1.4503
C 1.5264 1.1614 3.5385
O 1.1219 -0.0496 4.1893
H 0.7662 1.4747 2.8332
H 1.6951 1.9356 4.2955
H 2.4679 0.9471 3.0288
H 1.8485 -0.3006 4.7650
C -2.2036 -4.0123 -0.1467
O -1.9058 -4.4193 1.1815
H -1.9238 -2.9689 -0.2780
H -1.7533 -4.6509 -0.9081
H -3.2925 -4.0381 -0.2756
H -1.5745 -5.3186 1.1536
C -2.4980 1.7136 2.3455
O -1.9840 0.9957 3.4524
H -2.2074 2.7672 2.2969
H -2.2021 1.2437 1.4082
H -3.5925 1.6879 2.3835
H -1.8883 1.6236 4.1737
C -1.8638 2.6049 -2.6165
O -1.6527 4.0121 -2.4344
H -1.0062 2.1291 -3.1028
H -1.9464 2.1190 -1.6415
H -2.7484 2.4725 -3.2331
H -1.1741 4.1444 -1.6012

***

66
Properties=species:S:1:pos:R:3 method="wB97M-V/def2-TZVPD" energy_ha=-1272.90258 smiles=CO.CO.CO.CO.CO.CO.CO.CO.CO.CO.CO e_above_lowest_kj_mol=285.3
C 13.2312 -4.3178 13.1616
O 12.9665 -5.2661 14.1725
H 12.6177 -4.4310 12.2668
H 13.0861 -3.3261 13.6015
H 14.3002 -4.3556 12.9227
H 13.7243 -5.8521 14.3407
C 9.8836 -7.7704 17.5056
O 9.6548 -8.6091 16.3803
H 10.1571 -8.4361 18.3349
H 10.7026 -7.0931 17.2535
H 8.9564 -7.2883 17.8050
H 10.4981 -8.9940 16.1148
C 12.5513 -9.2623 14.9451
O 12.0110 -10.1181 15.9331
H 13.5330 -9.4935 14.5240
H 11.9072 -9.3166 14.0629
H 12.5305 -8.2273 15.2951
H 12.6756 -10.4183 16.5724
C 10.6715 -11.5675 19.7222
O 10.6161 -10.6581 20.8232
H 11.1598 -12.4996 20.0164
H 9.6607 -11.8418 19.4051
H 11.1683 -11.1149 18.8644
H 10.6688 -11.1830 21.6244
C 10.0957 -12.7968 16.1412
O 9.1778 -11.7099 16.1000
H 10.9240 -12.7951 15.4296
H 10.5721 -12.8054 17.1347
H 9.4989 -13.7056 16.0719
H 9.7510 -10.9317 16.0430
C 12.9868 -8.9185 10.2902
O 12.1414 -8.4326 9.2686
H 13.5632 -9.8062 10.0585
H 13.5864 -8.0792 10.6707
H 12.4145 -9.0728 11.2194
H 11.8337 -7.5625 9.5285
C 13.1821 -8.5888 18.9751
O 12.4314 -8.5664 20.1791
H 13.1065 -7.5890 18.5362
H 14.2417 -8.7323 19.2092
H 12.6909 -9.3279 18.3463
H 11.8579 -9.3369 20.2840
C 17.5968 -9.5102 15.4709
O 16.2874 -9.4690 14.8633
H 18.0647 -10.3999 15.0482
H 18.1424 -8.5784 15.3253
H 17.5267 -9.6520 16.5540
H 16.2197 -10.2786 14.3613
C 15.5220 -7.2095 12.8294
O 15.0047 -7.1021 14.1457
H 16.6006 -7.0437 12.7826
H 15.3912 -8.2669 12.5710
H 14.9634 -6.6031 12.1251
H 15.3855 -7.7657 14.7419
C 12.1172 -12.0506 12.5642
O 11.2352 -13.1685 12.3812
H 11.7346 -11.2489 11.9242
H 12.0548 -11.7348 13.5999
H 13.0608 -12.3843 12.1272
H 11.3196 -13.5486 11.5063
C 13.8971 -12.7396 16.7425
O 13.9549 -11.5173 17.4764
H 14.8684 -13.0033 16.3196
H 13.5078 -13.5274 17.3924
H 13.1760 -12.6314 15.9342
H 14.5149 -11.6535 18.2446

***

66
Properties=species:S:1:pos:R:3 method="wB97M-V/def2-TZVPD" energy_ha=-1272.93201 smiles=CO.CO.CO.CO.CO.CO.CO.CO.CO.CO.CO e_above_lowest_kj_mol=208.0
C -4.2921 1.6865 1.8211
O -3.0181 1.8536 1.2622
H -4.9018 2.5611 1.7008
H -4.7581 0.7722 1.3940
H -4.2432 1.5151 2.9337
H -3.0910 1.7184 0.3042
C 2.1166 2.1918 -2.4788
O 0.7915 1.5743 -2.4462
H 2.0786 2.9618 -3.2040
H 2.4452 2.6151 -1.5406
H 2.8089 1.4065 -2.7929
H 0.8650 0.8025 -3.0110
C -1.9703 -1.6282 2.9498
O -1.8515 -2.6706 2.0369
H -2.4110 -0.7331 2.4271
H -2.6188 -1.9766 3.7599
H -1.0202 -1.3627 3.3800
H -1.2773 -3.3022 2.5088
C 2.7201 2.5739 1.8467
O 3.6992 2.1009 2.6991
H 3.2349 2.7361 0.8537
H 1.8725 1.8357 1.6901
H 2.2735 3.5128 2.1832
H 3.2941 2.0832 3.5998
C 3.9701 -0.4959 0.3330
O 2.9960 -1.3077 -0.2816
H 3.9435 -0.5664 1.4427
H 4.9554 -0.8118 0.0001
H 3.8053 0.5271 0.0689
H 2.1658 -0.8969 -0.0865
C -0.5804 0.1572 0.4155
O 0.2381 -0.4085 -0.5515
H -0.4496 -0.3781 1.3372
H -0.3460 1.2513 0.4631
H -1.6336 0.0747 0.1404
H 0.4218 0.3514 -1.1136
C 1.7414 -2.0197 -3.3558
O 1.3680 -0.6926 -3.7678
H 1.9950 -2.0307 -2.2884
H 0.9287 -2.7014 -3.5146
H 2.6480 -2.2859 -3.9099
H 0.6948 -0.7617 -4.4354
C -0.5803 4.1934 0.9352
O -0.0191 5.2532 0.2238
H -1.6442 4.1040 0.7297
H -0.1123 3.2636 0.5776
H -0.4108 4.2389 2.0303
H -0.6112 5.5907 -0.4384
C 0.9098 -4.7996 1.9890
O 0.4135 -4.3812 3.2292
H 1.4464 -5.7372 2.1097
H 0.0250 -4.8879 1.3706
H 1.6525 -4.1130 1.5261
H 1.0661 -4.4718 3.9066
C -1.2011 -3.2540 -1.5879
O -1.0818 -1.9464 -2.0304
H -0.3564 -3.9090 -1.7795
H -1.3790 -3.2834 -0.5054
H -2.0706 -3.7159 -2.0517
H -0.5446 -1.4646 -1.3513
C -2.5786 1.3833 -2.4811
O -3.5840 1.2943 -1.4770
H -1.9329 0.4973 -2.4970
H -3.0259 1.5861 -3.4778
H -1.9648 2.2795 -2.2128
H -4.0247 0.4473 -1.5113

***

28
Properties=species:S:1:pos:R:3 method="wB97M-V/def2-TZVPD" energy_ha=-5460.89297 e_above_lowest_kj_mol=52.8 multiplicity=2 s_squared=0.937
Re -1.2701 1.2475 0.1208
S -5.0566 2.7996 -2.1619
Sb -4.1615 2.9907 -0.1630
S -1.5923 3.2686 -0.5162
S -3.3703 0.6933 0.5353
S -4.6560 4.1878 1.6133
Br 0.1560 -5.1746 2.1920
C -0.2448 -3.4343 1.6152
C -0.8371 -2.5314 2.4831
C -1.1224 -1.2657 2.0132
N -0.8272 -0.8715 0.7684
C -0.2524 -1.7522 -0.0607
C 0.0457 -3.0458 0.3168
H -1.0798 -2.8014 3.4997
H -1.6034 -0.5323 2.6468
H -0.0278 -1.3984 -1.0571
H 0.4987 -3.7267 -0.3880
F 0.1089 1.5203 -2.9421
C 1.0622 1.2849 -2.0327
C 0.7120 1.0871 -0.7048
C 1.7666 0.8372 0.1605
F 1.5113 0.6269 1.4710
C 3.0911 0.7954 -0.2374
F 4.0685 0.5655 0.6388
C 3.3918 0.9972 -1.5751
F 4.6525 0.9595 -1.9867
C 2.3712 1.2420 -2.4820
F 2.6650 1.4309 -3.7670

***

25
Properties=species:S:1:pos:R:3 method="wB97M-V/def2-TZVPD" energy_ha=-1778.05699 e_above_lowest_kj_mol=134.0 multiplicity=2 s_squared=0.800
Ru -0.0255 0.0284 -1.2358
O 4.2863 0.0133 -0.2913
C 2.9665 0.0151 -0.4125
O 2.3919 0.0425 -1.4773
C 2.2209 -0.0160 0.8685
C 2.7912 -0.0209 2.1201
C 1.9405 -0.0293 3.2269
C 0.5728 -0.0270 3.0340
C 0.0816 -0.0191 1.7340
N 0.8950 -0.0185 0.6948
C -1.4014 0.0121 1.3959
O -2.1902 -0.0076 2.3146
O -1.6369 0.0613 0.1342
H 4.6837 0.0389 -1.1791
H 3.8667 -0.0178 2.2183
H 2.3528 -0.0319 4.2269
H -0.1372 -0.0311 3.8490
S -1.0169 1.6355 -2.6506
C -2.4458 0.7016 -2.6301
C -3.7036 1.3994 -2.6974
N -4.6953 1.9775 -2.7528
C -2.4365 -0.6924 -2.6023
S -0.9982 -1.6136 -2.6232
C -3.6868 -1.4075 -2.6174
N -4.6755 -1.9928 -2.6473

***

24
Properties=species:S:1:pos:R:3 method="wB97M-V/def2-TZVPD" energy_ha=-1775.98152 e_above_lowest_kj_mol=0.0 total_charge=+2
Pt -1.8256 -0.8915 0.0050
Cl -1.3554 4.0753 0.0231
C -0.1062 2.9804 0.0131
C 1.2136 3.3534 0.0089
C 2.2429 2.3908 0.0004
Cl 3.8153 2.9274 -0.0044
C 1.9818 0.9609 -0.0044
C 2.9515 -0.0489 -0.0130
C 2.5366 -1.3703 -0.0166
C 1.1774 -1.6729 -0.0119
N 0.2523 -0.7054 -0.0037
C 0.6489 0.5731 -0.0002
C -0.4411 1.5390 0.0086
O -1.6087 1.1248 0.0120
H 1.4787 4.4025 0.0120
H 4.0064 0.1916 -0.0166
H 3.2562 -2.1769 -0.0232
H 0.8003 -2.6879 -0.0144
N -4.9005 -1.0634 0.0154
C -3.7599 -0.9764 0.0116
H -5.9023 -1.1629 0.0186
O -2.5305 -5.0323 -0.0100
C -2.1860 -3.9264 -0.0066
N -1.7457 -2.8041 -0.0036

***

26
Properties=species:S:1:pos:R:3 method="wB97M-V/def2-TZVPD" energy_ha=-2673.44676 e_above_lowest_kj_mol=155.9 total_charge=-1
Cl 4.4823 -0.0576 2.2956
C 2.7849 0.0109 2.5277
C 1.9868 0.7146 1.6380
Cl 2.6624 1.6331 0.3802
C 0.5521 0.8967 1.8583
O -0.1094 1.8216 1.4169
C -0.0964 0.0041 2.9629
O -1.3081 0.0170 3.1424
C 0.8317 -0.6938 3.8540
Cl 0.1274 -1.4955 5.1854
C 2.2013 -0.7161 3.6271
Cl 3.2011 -1.7063 4.6038
C -1.0291 -1.8412 -3.2262
N -1.1592 -0.5596 -2.5653
C -0.5171 -0.4245 -1.3033
O 0.0697 -1.4288 -0.8671
N -0.5912 0.7683 -0.7014
C -1.2543 1.8290 -1.2449
O -1.2849 2.9400 -0.6916
C -1.9506 1.6488 -2.5282
C -1.8471 0.4540 -3.1419
H -1.5528 -1.8278 -4.1877
H 0.0300 -2.0811 -3.3850
H -1.4286 -2.6468 -2.5980
H -2.4998 2.4907 -2.9385
H -2.3011 0.2502 -4.1133